This record from the OMol25 dataset describes a cluster of 2 separate species, C5H10O in total in a non-equilibrium geometry. The level of theory is ωB97M-V with the def2-TZVPD basis set.

ORCA input file:
```
! RIJCOSX wB97M-V def2-TZVPD def2/J DEFGRID3
* xyz 0 1
C 1.564 0.453 0.639
H 1.196 1.044 1.474
H -0.998 -1.493 1.228
H 2.623 0.696 0.475
H -1.358 0.860 1.217
H -0.042 -2.126 -0.132
C -1.043 -0.279 -0.589
H 0.742 1.813 -0.905
C 0.855 0.771 -0.638
H 1.296 0.273 -1.493
H 1.520 -0.606 0.888
O -0.805 -0.284 -1.861
H -1.564 1.787 -0.404
C -1.234 0.911 0.143
C -0.957 -1.602 0.144
H -1.796 -2.218 -0.186
*
```

As for the HOMO energy: -8.10 eV. The calculation puts the relative energy (zero: lowest compared OMol25 entry of this formula, charge and spin) at 92.6 kcal per mole. For the total energy, the calculation gives -271.6050 a.u.

natural (NBO) population analysis, charges in e, atoms 1 to 6: number 1, C, carries -0.673; number 2, H, carries 0.216; number 3, H, carries 0.204; number 4, H, carries 0.226; number 5, H, carries 0.205; number 6, H, carries 0.229

***

This record from the OMol25 dataset describes an isolated molecule of C5H10O. The level of theory is ωB97M-V with the def2-TZVPD basis set.

ORCA input file:
```
! RIJCOSX wB97M-V def2-TZVPD def2/J DEFGRID3
* xyz 0 1
H -1.537 0.930 -0.658
C 0.292 0.465 2.144
H -0.720 -0.281 -2.506
C -1.139 0.324 0.170
H 1.485 -0.892 -0.401
H -0.701 0.684 2.576
H 1.293 0.621 -1.336
H 0.985 1.112 2.700
H 0.610 -1.401 -2.566
H -0.739 -1.716 -1.489
C -0.090 -0.918 -1.867
H 0.480 -0.573 2.403
O -1.670 -0.684 0.586
H 0.477 1.763 0.410
C 0.196 0.720 0.600
C 0.779 -0.153 -0.767
*
```

Its structure (SMILES) is CC[C@H](C)C=O. As for the HOMO energy: -9.36 eV. The calculation puts the relative energy (zero: lowest compared OMol25 entry of this formula, charge and spin) at 45.6 kcal per mole. For the total energy, the calculation gives -271.6800 a.u.

natural (NBO) population analysis, charges in e, atoms 1 to 6: number 1, H, carries 0.115; number 2, C, carries -0.615; number 3, H, carries 0.206; number 4, C, carries 0.426; number 5, H, carries 0.222; number 6, H, carries 0.223

***

This record from the OMol25 dataset describes an isolated molecule of C5H10O. The level of theory is ωB97M-V with the def2-TZVPD basis set.

ORCA input file:
```
! RIJCOSX wB97M-V def2-TZVPD def2/J DEFGRID3
* xyz 0 1
H 1.720 -0.241 -1.087
H 0.040 -1.641 -1.087
C -1.843 0.723 0.069
C -0.319 -1.431 -0.070
C -0.506 0.047 0.226
H 0.538 1.717 0.993
C 0.602 0.772 0.448
H -1.948 0.920 -1.010
H 1.923 1.487 -0.934
H -1.844 1.709 0.544
O 0.661 -1.976 0.800
H 2.815 0.403 0.148
H -2.739 0.169 0.367
H -1.275 -1.963 0.053
H 0.605 -1.455 1.614
C 1.857 0.557 -0.353
*
```

Its structure (SMILES) is C/C=C(/C)CO. As for the HOMO energy: -8.70 eV. The calculation puts the relative energy (zero: lowest compared OMol25 entry of this formula, charge and spin) at 37.1 kcal per mole. For the total energy, the calculation gives -271.6935 a.u.

natural (NBO) population analysis, charges in e, atoms 1 to 6: number 1, H, carries 0.212; number 2, H, carries 0.185; number 3, C, carries -0.637; number 4, C, carries -0.107; number 5, C, carries -0.030; number 6, H, carries 0.192

***

This record from the OMol25 dataset describes a structure of composition C5H10O in a non-equilibrium geometry. The level of theory is ωB97M-V with the def2-TZVPD basis set.

ORCA input file:
```
! RIJCOSX wB97M-V def2-TZVPD def2/J DEFGRID3
* xyz 0 1
H -1.851 -1.734 -0.034
H 1.810 -0.993 -0.456
H -1.557 1.892 -0.090
H 1.874 -0.068 1.046
H -1.720 -1.453 1.732
H 2.990 0.321 -0.324
H -2.487 0.412 -0.556
C 0.966 0.939 -0.659
C 1.976 -0.003 -0.037
C -1.525 0.808 -0.199
H 1.293 1.163 -1.662
H -0.337 -2.097 0.836
C -0.737 0.003 0.727
C -1.181 -1.405 0.773
O -0.414 0.356 -1.033
H 0.898 1.858 -0.063
*
```

As for the HOMO energy: -7.76 eV. The calculation puts the relative energy (zero: lowest compared OMol25 entry of this formula, charge and spin) at 113.7 kcal per mole. For the total energy, the calculation gives -271.5715 a.u.

natural (NBO) population analysis, charges in e, atoms 1 to 6: number 1, H, carries 0.181; number 2, H, carries 0.216; number 3, H, carries 0.177; number 4, H, carries 0.236; number 5, H, carries 0.243; number 6, H, carries 0.214